Record 1
Entry from the OMol25 dataset: 5 unconnected molecules or ions with the total composition C24H60BF4N4O8 in a non-equilibrium geometry (the ωB97M-V functional and the def2-TZVPD basis).

Geometry as ORCA input:
```
! RIJCOSX wB97M-V def2-TZVPD def2/J DEFGRID3
* xyz -1 1
B -8.435 -20.755 16.180
F -7.889 -20.684 17.451
F -9.631 -20.271 16.242
F -7.714 -19.996 15.294
F -8.490 -22.030 15.594
C -6.473 -25.202 9.871
O -5.244 -24.583 9.723
C -5.560 -23.207 9.574
C -4.138 -22.473 9.767
N -3.540 -22.689 11.105
C -4.283 -21.992 12.261
C -3.360 -21.627 13.407
O -2.487 -22.567 14.005
C -3.015 -23.341 14.982
H -6.471 -26.205 10.297
H -7.020 -25.275 8.931
H -7.202 -24.842 10.598
H -6.370 -22.912 10.241
H -6.060 -23.070 8.615
H -4.237 -21.434 9.454
H -3.586 -23.094 9.061
H -3.606 -23.693 11.016
H -5.152 -22.531 12.639
H -4.647 -21.067 11.813
H -3.972 -21.141 14.167
H -2.814 -20.733 13.105
H -2.997 -22.841 15.951
H -2.364 -24.215 14.988
H -3.993 -23.643 14.609
C -7.311 -28.228 17.950
O -7.045 -29.211 16.967
C -7.451 -28.957 15.671
C -7.192 -30.114 14.638
N -7.855 -31.387 14.998
C -7.584 -32.458 14.056
C -8.409 -33.787 14.419
O -7.821 -34.662 15.369
C -8.604 -35.803 15.808
H -8.252 -28.479 18.439
H -7.533 -27.261 17.499
H -6.359 -28.206 18.481
H -6.962 -28.049 15.316
H -8.494 -28.643 15.726
H -6.134 -30.231 14.402
H -7.666 -29.868 13.688
H -7.568 -31.560 15.951
H -6.514 -32.666 14.063
H -8.035 -32.118 13.124
H -8.654 -34.148 13.420
H -9.407 -33.519 14.764
H -9.417 -35.644 16.516
H -7.978 -36.642 16.114
H -9.234 -36.077 14.963
C -6.087 -21.756 26.330
O -6.536 -22.364 25.138
C -7.640 -21.859 24.437
C -8.502 -22.998 23.985
N -9.080 -23.817 25.046
C -9.738 -23.020 26.081
C -10.191 -23.918 27.277
O -10.829 -23.207 28.361
C -11.625 -24.064 29.121
H -6.930 -21.628 27.009
H -5.613 -20.780 26.229
H -5.430 -22.395 26.920
H -7.321 -21.417 23.494
H -8.259 -21.079 24.880
H -7.950 -23.658 23.315
H -9.230 -22.479 23.362
H -8.192 -23.997 25.494
H -10.538 -22.497 25.558
H -9.195 -22.260 26.643
H -9.248 -24.312 27.658
H -10.823 -24.733 26.925
H -12.364 -24.625 28.549
H -12.078 -23.417 29.872
H -11.062 -24.687 29.817
C -4.669 -12.180 15.538
O -4.593 -13.546 15.903
C -3.386 -14.026 16.585
C -3.607 -15.569 17.018
N -4.219 -15.637 18.391
C -3.834 -16.807 19.144
C -2.486 -16.710 19.928
O -2.191 -15.452 20.408
C -1.513 -15.351 21.618
H -4.165 -11.410 16.120
H -5.730 -11.933 15.576
H -4.348 -12.092 14.500
H -3.144 -13.445 17.474
H -2.480 -13.900 15.991
H -2.679 -16.117 16.855
H -4.218 -16.075 16.271
H -3.882 -14.821 18.882
H -4.017 -17.773 18.675
H -4.648 -16.729 19.865
H -1.698 -17.126 19.301
H -2.594 -17.413 20.753
H -0.488 -15.712 21.695
H -2.222 -15.821 22.301
H -1.577 -14.376 22.101
*
```

The HOMO-LUMO gap is 8.85 eV. The total energy comes out at -59745.4048 eV.

---

Record 2
Entry from the OMol25 dataset: a molecular structure, CNa9O3 in a non-equilibrium geometry (the ωB97M-V functional and the def2-TZVPD basis).

Geometry as ORCA input:
```
! RIJCOSX wB97M-V def2-TZVPD def2/J DEFGRID3
* xyz 7 1
Na 1.078 -3.320 0.950
Na -3.609 -0.186 1.352
Na 1.269 0.689 -3.688
Na 0.979 2.664 -0.439
Na -0.761 -1.398 -2.401
Na 2.451 -0.641 2.846
Na 2.468 -0.857 -0.574
Na -2.349 1.842 -1.226
Na -0.630 1.204 2.618
C -0.238 -0.030 0.120
O 0.440 -0.593 0.944
O -1.358 0.355 0.399
O 0.260 0.272 -0.903
*
```

The HOMO-LUMO gap is 9.83 eV. The total energy comes out at -46830.7687 eV.

---

Record 3
Entry from the OMol25 dataset: C11H13N3O in the gas phase in a non-equilibrium geometry (the ωB97M-V functional and the def2-TZVPD basis).

Geometry as ORCA input:
```
! RIJCOSX wB97M-V def2-TZVPD def2/J DEFGRID3
* xyz 0 1
C 1.103 -0.415 -1.721
C 1.437 0.003 -0.244
C 1.942 -1.233 0.482
N 1.637 -1.336 1.767
O 2.637 -2.052 -0.073
C 2.439 1.114 -0.153
C 1.574 2.356 0.301
N 0.415 1.961 0.650
N 0.128 0.688 0.455
C -1.147 0.203 0.325
C -1.476 -1.091 0.809
C -2.826 -1.478 0.697
C -3.806 -0.736 0.167
C -3.503 0.634 0.038
C -2.164 1.115 -0.073
H 2.011 -0.581 -2.258
H 0.396 0.242 -2.185
H 0.591 -1.429 -1.716
H 0.958 -0.593 2.009
H 2.084 -1.939 2.396
H 2.951 1.391 -1.034
H 3.329 0.963 0.599
H 1.991 3.382 0.163
H -0.762 -1.479 1.370
H -3.080 -2.326 1.290
H -4.818 -1.090 0.235
H -4.327 1.309 -0.241
H -2.051 2.169 0.042
*
```

The HOMO-LUMO gap is 8.85 eV. The total energy comes out at -18133.2946 eV.

---

Record 4
Entry from the OMol25 dataset: 2 unconnected molecules or ions with the total composition CH9N2O in a non-equilibrium geometry (the ωB97M-V functional and the def2-TZVPD basis).

Geometry as ORCA input:
```
! RIJCOSX wB97M-V def2-TZVPD def2/J DEFGRID3
* xyz 2 2
O -1.569 1.223 1.078
H -1.292 2.056 1.438
H 0.600 -2.005 0.157
H -2.482 1.304 0.762
N 0.352 -1.100 0.581
C 0.951 0.088 -0.280
N 0.556 -0.306 -1.604
H -0.678 -1.105 0.486
H 0.651 -1.135 1.566
H 0.641 1.047 0.117
H 2.030 -0.151 -0.198
H 0.994 -1.112 -2.066
H 0.235 0.528 -2.119
*
```

The HOMO-LUMO gap (alpha / beta) is 11.27 / 5.15 eV. The total energy comes out at -6189.3301 eV. The expectation value of S² is 0.7544.

---

Record 5
Entry from the OMol25 dataset: C24H23FN6O in the gas phase in a non-equilibrium geometry (the ωB97M-V functional and the def2-TZVPD basis).

Geometry as ORCA input:
```
! RIJCOSX wB97M-V def2-TZVPD def2/J DEFGRID3
* xyz 0 1
C -5.277 -0.900 1.303
C -3.980 -1.403 0.757
N -4.000 -2.632 0.291
C -2.875 -3.137 -0.172
N -2.632 -4.330 -0.684
C -1.341 -4.281 -1.013
N -0.725 -3.144 -0.754
N -1.687 -2.389 -0.206
C -1.637 -1.109 0.242
N -0.455 -0.403 0.220
C 0.811 -1.108 0.265
C 1.849 -0.185 0.919
N 1.949 1.050 0.180
C 2.986 1.415 -0.616
O 2.912 2.345 -1.397
C 4.259 0.644 -0.448
C 4.805 -0.022 -1.539
C 6.019 -0.676 -1.422
C 6.711 -0.661 -0.224
C 6.163 0.022 0.847
F 6.830 0.049 2.019
C 4.948 0.675 0.760
C 0.682 1.738 0.054
C -0.354 0.809 -0.578
C -2.817 -0.598 0.770
C -2.839 0.766 1.399
C -3.344 1.877 0.506
C -3.896 1.635 -0.746
C -4.354 2.683 -1.527
C -4.265 3.985 -1.069
C -3.715 4.236 0.177
C -3.259 3.190 0.957
H -6.055 -1.618 1.064
H -5.216 -0.801 2.387
H -5.529 0.072 0.885
H -0.827 -5.106 -1.463
H 0.705 -2.014 0.861
H 1.153 -1.392 -0.739
H 2.814 -0.689 0.948
H 1.532 0.046 1.943
H 4.273 -0.019 -2.477
H 6.434 -1.196 -2.272
H 7.661 -1.159 -0.112
H 4.558 1.207 1.614
H 0.836 2.618 -0.572
H 0.349 2.050 1.050
H -1.320 1.306 -0.640
H -0.025 0.556 -1.597
H -3.476 0.733 2.287
H -1.829 1.013 1.736
H -3.968 0.623 -1.119
H -4.781 2.477 -2.497
H -4.622 4.801 -1.679
H -3.641 5.250 0.542
H -2.831 3.389 1.929
*
```

The HOMO-LUMO gap is 9.16 eV. The total energy comes out at -38967.6068 eV.

---

Record 6
Entry from the OMol25 dataset: a molecular structure, C24H27Br2CoN8OS (the ωB97M-V functional and the def2-TZVPD basis).

Geometry as ORCA input:
```
! RIJCOSX wB97M-V def2-TZVPD def2/J DEFGRID3
* xyz 1 2
Co 0.875 1.078 -0.330
C -0.455 0.222 -4.368
C -0.153 0.070 -2.903
N 0.315 1.035 -2.187
N 0.333 2.305 -2.773
C -0.123 3.338 -2.000
N 0.000 4.551 -2.554
S -0.789 3.084 -0.493
C -0.570 -1.203 -2.284
C -1.144 -2.189 -3.069
C -1.754 -3.298 -2.506
C -1.954 -3.304 -1.142
C -1.421 -2.298 -0.346
N -0.565 -1.393 -0.918
H -0.193 1.200 -4.750
H -1.518 0.068 -4.551
H 0.099 -0.521 -4.941
H 0.952 2.467 -3.551
H 0.261 4.692 -3.516
H -0.343 5.338 -2.031
H -1.118 -2.088 -4.141
H -2.138 -4.090 -3.131
H -2.556 -4.071 -0.682
H -1.444 -0.971 1.295
Br 1.307 1.510 4.584
C 2.175 2.471 3.218
C 3.048 3.520 3.550
C 3.721 4.213 2.584
Br 4.900 5.603 3.088
C 3.547 3.889 1.218
C 4.227 4.488 0.137
C 3.999 4.042 -1.135
C 3.057 3.025 -1.349
N 2.372 2.467 -0.376
C 2.636 2.859 0.907
C 1.947 2.110 1.905
O 1.183 1.127 1.520
H 3.193 3.769 4.593
H 4.939 5.279 0.328
H 4.532 4.459 -1.978
H 2.876 2.659 -2.352
C -4.033 -3.562 2.226
C -4.337 -2.683 1.025
N -3.359 -1.610 0.978
C -1.959 -1.907 1.075
N 0.268 -0.716 -0.111
C 1.084 -1.586 0.769
C 0.631 -1.971 2.178
C -0.302 -3.172 2.265
N -1.702 -2.823 2.148
C -2.574 -3.986 2.213
H -4.676 -4.442 2.224
H -4.226 -2.995 3.138
H -5.322 -2.229 1.129
H -4.367 -3.290 0.108
H -3.569 -0.857 0.343
H 2.022 -1.047 0.874
H 1.293 -2.504 0.204
H 0.225 -1.104 2.702
H 1.550 -2.237 2.706
H -0.176 -3.670 3.227
H -0.010 -3.909 1.491
H -2.332 -4.519 3.133
H -2.380 -4.696 1.388
*
```

The HOMO-LUMO gap (alpha / beta) is 5.67 / 5.65 eV. The total energy comes out at -227835.3047 eV. The expectation value of S² is 0.7766.

---

Record 7
Entry from the OMol25 dataset: a molecular structure, H17LiO9 in a non-equilibrium geometry (the ωB97M-V functional and the def2-TZVPD basis).

Geometry as ORCA input:
```
! RIJCOSX wB97M-V def2-TZVPD def2/J DEFGRID3
* xyz 0 1
Li 0.469 0.708 -0.081
O -0.510 -1.060 0.206
H -1.126 -1.736 0.102
O -2.470 0.457 1.227
H -3.277 -0.018 0.816
H -1.586 0.103 0.980
O 1.889 0.761 -1.604
H 2.790 1.148 -1.090
H 1.709 0.985 -2.438
O 0.523 2.222 1.674
H 0.502 3.125 1.567
H -0.262 2.034 2.135
O 2.179 -0.289 0.998
H 1.756 -1.018 1.435
H 2.709 -0.677 0.314
O -0.608 2.533 -1.056
H -1.302 2.577 -1.563
H -0.538 3.059 -0.205
O 0.603 -2.766 -1.244
H 1.474 -2.442 -1.441
H 0.095 -2.046 -0.691
O -2.066 -0.368 -2.233
H -1.728 -0.711 -3.103
H -1.395 -0.423 -1.489
O 0.341 -1.909 2.601
H -0.235 -2.701 2.512
H 0.063 -1.547 1.670
*
```

The HOMO-LUMO gap is 9.33 eV. The total energy comes out at -18908.7877 eV.